1.
95
Properties=species:S:1:pos:R:3:forces:R:3 method="wB97M-V/def2-TZVPD" de_lowest_kcal_mol=84.4 homo_lumo_gap_ev="3.83 / 3.85" largest_force_ev_per_a=4.56 total_charge=+3 multiplicity=2 s2=0.92 homo_energy_ev="-14.889 / -14.889"
Fe -0.939 1.213 0.231 -0.283 3.969 0.687
Br -2.205 -3.179 5.973 -0.032 -0.036 0.043
C -1.632 -1.975 4.659 0.135 0.002 0.047
C -0.321 -1.476 4.691 0.065 0.007 0.072
C 0.129 -0.593 3.735 0.088 -0.116 0.037
C -0.702 -0.191 2.682 0.481 0.293 0.078
O -0.200 0.695 1.817 0.025 -1.139 0.195
C -2.014 -0.675 2.657 -0.437 -0.262 -0.017
C -2.979 -0.197 1.720 -0.071 0.000 0.229
N -2.730 0.595 0.736 -0.226 0.038 -0.380
C -3.821 1.078 -0.073 0.356 -0.064 0.125
C -5.069 0.536 -0.171 -0.274 -0.064 -0.052
C -6.054 1.168 -0.971 0.046 -0.113 0.097
C -5.780 2.317 -1.654 0.099 0.045 0.032
C -4.479 2.877 -1.590 -0.131 0.102 -0.130
C -4.084 4.049 -2.279 -0.121 0.003 -0.018
C -2.796 4.492 -2.177 0.089 -0.032 0.075
C -1.883 3.755 -1.401 0.157 0.149 -0.057
N -2.215 2.669 -0.743 -0.050 -0.493 -0.176
C -3.508 2.234 -0.812 0.317 0.014 0.057
C -2.474 -1.558 3.668 -0.006 0.048 -0.315
H 0.340 -1.780 5.493 -0.002 0.005 -0.001
H 1.132 -0.191 3.785 -0.004 0.004 0.021
H -4.012 -0.488 1.896 0.031 -0.011 0.050
H -5.336 -0.373 0.350 -0.025 0.007 -0.012
H -7.039 0.726 -1.025 0.004 -0.005 0.002
H -6.542 2.804 -2.248 0.007 0.000 -0.001
H -4.809 4.585 -2.879 0.005 -0.012 -0.005
H -2.466 5.386 -2.686 0.014 -0.004 0.016
H -0.848 4.073 -1.326 -0.014 -0.011 -0.019
H -3.501 -1.902 3.641 0.020 0.014 0.018
C -0.916 4.576 3.145 0.012 0.123 0.093
C -1.407 3.679 2.194 -0.144 -0.079 0.007
N -0.577 3.037 1.394 -0.176 -0.473 -0.361
C 0.736 3.282 1.511 0.173 -0.340 -0.480
C 1.202 4.171 2.456 0.014 0.297 0.337
N 0.378 4.817 3.283 -0.049 -0.234 -0.226
C 1.575 2.594 0.501 0.266 0.159 0.103
C 2.939 2.791 0.326 -0.582 0.040 0.222
C 3.574 2.180 -0.745 1.156 0.105 -0.178
C 2.820 1.436 -1.651 -0.508 -0.103 -0.036
C 1.462 1.295 -1.426 0.267 -0.144 -0.244
N 0.887 1.809 -0.334 -0.669 -0.133 0.053
C 0.505 0.673 -2.392 0.658 0.331 0.651
C 0.872 0.194 -3.633 0.018 -0.389 -0.542
N -0.028 -0.262 -4.507 0.070 0.055 0.283
C -1.296 -0.213 -4.131 -0.151 -0.015 -0.173
C -1.683 0.274 -2.880 -0.035 -0.011 -0.034
N -0.779 0.711 -2.017 -0.317 -0.390 0.041
C 5.042 2.357 -0.957 -0.181 -0.019 0.035
C 5.635 3.601 -0.748 -0.100 1.082 0.300
C 7.006 3.760 -0.955 -1.932 -1.819 -0.145
N 7.602 2.662 -1.333 4.480 0.523 -0.677
C 7.193 1.445 -1.567 -2.186 1.310 0.774
C 5.821 1.277 -1.371 0.118 -1.031 -0.313
H -1.593 5.101 3.807 -0.021 -0.007 -0.014
H -2.466 3.473 2.091 0.004 0.028 0.022
H 2.258 4.379 2.571 -0.008 -0.001 -0.028
H 3.487 3.407 1.025 0.096 -0.011 -0.097
H 3.271 1.019 -2.540 0.130 0.075 0.036
H 1.907 0.163 -3.948 -0.003 0.036 -0.034
H -2.036 -0.576 -4.834 -0.006 0.019 -0.004
H -2.724 0.299 -2.579 -0.014 0.013 -0.004
H 5.063 4.475 -0.461 -0.307 -0.102 0.050
H 7.563 4.683 -0.840 -0.028 -0.053 0.010
H 7.890 0.675 -1.871 -0.035 0.037 0.002
H 5.404 0.288 -1.522 -0.323 0.002 0.036
C 3.808 -4.425 -1.372 0.064 -0.017 -0.041
C 2.585 -3.974 -0.587 0.077 -0.070 0.149
C 2.843 -2.700 0.210 0.228 -0.040 0.106
C 1.589 -2.130 0.886 1.238 0.410 -0.573
Ge 0.197 -1.822 -0.411 -1.828 0.380 2.342
C -1.171 -3.126 -0.800 -0.195 -0.193 -1.332
C -1.221 -4.205 0.292 0.669 0.065 0.337
C -2.292 -5.257 0.012 -0.331 0.014 -0.327
C -2.392 -6.277 1.139 0.161 0.056 0.184
H 3.642 -5.381 -1.867 -0.047 0.014 0.021
H 4.668 -4.544 -0.711 -0.031 0.005 -0.006
H 4.071 -3.697 -2.142 0.023 0.007 0.029
H 2.262 -4.765 0.095 -0.020 -0.008 -0.024
H 1.747 -3.822 -1.289 -0.096 0.059 -0.112
H 3.287 -1.947 -0.452 -0.024 0.017 0.116
H 3.589 -2.905 0.983 -0.012 0.019 -0.034
H 1.774 -1.190 1.410 -0.033 0.001 -0.103
H 1.158 -2.836 1.604 -0.371 -0.104 -0.166
H -0.622 -0.435 0.055 0.774 -1.892 -0.829
H -0.937 -3.575 -1.769 -0.183 -0.166 -0.033
H -2.116 -2.588 -0.911 0.079 0.053 0.011
H -1.411 -3.751 1.262 -0.073 0.131 0.253
H -0.248 -4.701 0.367 -0.026 -0.004 -0.011
H -2.060 -5.760 -0.930 0.007 0.021 0.000
H -3.257 -4.760 -0.133 0.027 -0.027 0.019
H -1.447 -6.807 1.274 -0.017 -0.001 -0.019
H -3.159 -7.022 0.933 -0.002 0.056 -0.077
H -2.642 -5.799 2.089 -0.011 -0.001 -0.045

---

2.
91
Properties=species:S:1:pos:R:3:forces:R:3 method="wB97M-V/def2-TZVPD" de_lowest_kcal_mol=0.0 homo_lumo_gap_ev=6.80 largest_force_ev_per_a=1.64 homo_energy_ev=-7.953
Cd -0.753 -0.736 -2.154 -0.975 0.062 1.026
C 1.036 1.915 1.753 0.852 0.407 0.760
C 2.223 1.618 1.206 -0.346 1.066 -0.617
C 3.368 0.788 1.720 0.655 -0.080 -0.154
C 3.249 -0.712 1.419 0.142 -0.165 0.587
C 2.068 -1.443 2.011 -0.025 -0.129 -0.575
C 1.120 -0.966 2.804 -0.369 0.425 0.804
C 1.220 0.246 3.710 -0.571 0.691 0.049
C 0.570 1.532 3.142 -0.273 -0.488 -0.253
C -0.374 -2.825 -1.865 1.079 0.231 -0.465
H 0.400 2.663 1.282 0.085 -0.258 -0.294
H 2.496 2.153 0.261 -0.574 -0.611 0.660
H 3.622 0.951 2.783 -0.200 0.063 -0.588
H 4.230 1.139 1.123 -0.070 -0.176 0.500
H 3.158 -0.816 0.335 -0.042 -0.109 -0.068
H 4.190 -1.216 1.682 -0.095 0.099 -0.021
H 1.932 -2.450 1.616 -0.204 0.195 -0.273
H 0.138 -1.454 2.872 0.648 -0.276 0.098
H 2.237 0.502 4.008 -0.116 -0.412 -0.036
H 0.663 0.024 4.639 0.342 -0.074 -0.308
H -0.516 1.388 3.093 0.094 -0.018 0.014
H 0.726 2.362 3.860 0.054 -0.214 -0.416
H -1.370 -3.191 -2.020 -0.524 -0.381 0.122
H -0.057 -2.889 -0.823 -0.155 -0.045 -0.096
H 0.333 -3.343 -2.522 -0.186 0.294 0.179
P 7.281 -2.339 -5.106 -0.020 0.293 -0.472
P 6.736 -5.361 -4.076 -0.013 -0.730 -0.048
C 8.273 -3.097 -3.805 0.073 -1.154 1.012
C 8.054 -4.359 -3.372 0.687 1.297 -0.303
C 8.675 -1.617 -6.092 -0.032 -0.131 -0.157
C 9.935 -1.328 -5.555 0.077 0.314 -0.398
C 10.920 -0.729 -6.344 -0.062 -0.089 0.062
C 10.692 -0.456 -7.689 -0.397 -0.188 0.219
C 9.472 -0.843 -8.249 0.048 0.073 -0.060
C 8.474 -1.433 -7.474 0.252 0.244 0.445
C 6.602 -0.922 -4.130 0.093 0.180 0.165
C 5.624 -1.230 -3.162 0.120 0.316 -0.115
C 5.017 -0.216 -2.418 0.210 0.255 -0.165
C 5.408 1.119 -2.622 0.212 -0.170 -0.152
C 6.414 1.428 -3.554 -0.383 -0.241 0.186
C 6.990 0.409 -4.323 -0.207 0.049 0.310
C 7.806 -6.859 -4.338 0.173 0.103 0.153
C 8.824 -6.773 -5.304 -0.102 -0.373 0.236
C 9.671 -7.859 -5.519 0.037 -0.045 -0.022
C 9.553 -9.031 -4.765 -0.281 0.310 0.097
C 8.581 -9.082 -3.767 -0.010 -0.013 -0.189
C 7.703 -8.014 -3.561 0.271 -0.180 -0.116
C 5.896 -5.832 -2.517 -0.403 -0.214 -0.048
C 4.622 -6.417 -2.657 0.390 0.115 0.403
C 3.932 -6.867 -1.534 0.077 0.094 0.209
C 4.502 -6.713 -0.260 0.159 -0.006 -0.186
C 5.775 -6.143 -0.118 -0.292 0.083 -0.238
C 6.462 -5.685 -1.248 -0.412 -0.233 0.218
H 9.060 -2.499 -3.339 -0.181 -0.239 0.015
H 8.701 -4.824 -2.615 -0.140 0.366 -0.314
H 10.180 -1.564 -4.524 -0.110 0.232 -0.210
H 11.872 -0.473 -5.890 -0.039 -0.034 -0.060
H 11.451 0.044 -8.289 -0.184 -0.180 0.096
H 9.296 -0.669 -9.305 -0.019 -0.052 0.051
H 7.532 -1.746 -7.929 0.223 0.161 0.136
H 5.347 -2.271 -2.987 0.015 0.201 -0.079
H 4.243 -0.459 -1.675 0.423 0.118 -0.392
H 4.929 1.916 -2.047 0.219 -0.259 -0.179
H 6.747 2.465 -3.678 -0.198 -0.437 0.007
H 7.751 0.650 -5.066 -0.160 -0.053 0.194
H 8.973 -5.848 -5.862 -0.118 -0.240 0.031
H 10.441 -7.798 -6.282 -0.082 0.057 0.069
H 10.208 -9.886 -4.950 -0.190 0.352 0.092
H 8.500 -9.966 -3.142 -0.034 0.048 -0.049
H 6.961 -8.086 -2.767 0.125 0.019 -0.226
H 4.187 -6.511 -3.653 0.076 -0.011 0.213
H 2.946 -7.328 -1.652 0.378 0.212 0.125
H 3.948 -7.033 0.624 0.189 0.029 -0.262
H 6.231 -6.036 0.869 -0.231 -0.030 -0.310
H 7.433 -5.210 -1.125 -0.259 -0.198 0.028
O -2.461 2.254 -1.855 -0.817 -0.725 0.176
C -3.001 1.410 -1.150 0.788 -0.357 0.097
N -2.551 0.101 -1.014 1.017 0.195 -0.354
S -2.860 -0.539 0.488 -0.288 0.404 -1.049
O -3.342 -1.890 0.376 0.067 0.305 0.044
O -1.738 -0.303 1.366 -0.399 -0.009 -0.076
C -4.160 0.647 0.779 -0.410 -0.238 1.201
C -4.962 0.741 1.920 -0.068 0.231 -0.391
C -5.834 1.832 2.059 0.537 -0.270 -0.400
C -5.819 2.842 1.086 0.440 -0.160 -0.286
C -4.931 2.770 -0.005 0.045 -0.609 0.091
C -4.142 1.616 -0.196 -0.248 1.482 0.669
H -4.880 -0.019 2.681 -0.104 -0.078 0.132
H -6.475 1.925 2.940 0.222 -0.099 -0.361
H -6.474 3.704 1.219 0.288 -0.172 -0.142
H -4.791 3.594 -0.695 -0.265 -0.019 -0.008